No. 1
{
  "formula": "C4H7BO3",
  "method": "ωB97M-V with the def2-TZVPD basis set",
  "species": ["O", "O", "O", "C", "C", "C", "C", "B", "H", "H", "H", "H", "H", "H", "H"],
  "xyz": [[-1.902, 1.115, -1.363], [-2.311, 1.390, 0.979], [0.472, 0.202, 1.242], [1.502, -0.813, 1.125], [0.328, -0.638, -0.859], [1.663, -1.049, -0.374], [-0.281, 0.170, -0.005], [-1.536, 1.009, -0.063], [-2.931, 2.184, 0.889], [2.375, -0.406, -0.776], [1.041, -1.628, 1.604], [-2.609, 1.745, -1.721], [-0.084, -0.678, -1.795], [2.327, -0.453, 1.726], [1.948, -2.151, -0.609]],
  "atomic_forces_ev_per_a": [[-1.720, 2.059, -2.357], [-0.888, 2.135, 0.813], [-0.775, 0.605, -1.439], [-0.974, 1.396, -0.229], [-0.404, 1.095, 1.061], [-0.189, -3.156, 0.846], [2.825, -1.165, 3.635], [-1.633, 0.018, -0.795], [1.358, -1.970, -0.110], [1.564, 1.000, -0.903], [-0.147, -1.660, 0.571], [1.426, -1.521, 1.279], [-0.494, -0.627, -2.422], [0.463, -0.091, -0.298], [-0.411, 1.882, 0.349]],
  "e_homo_ev": -8.3115,
  "total_charge": 0,
  "de_lowest_ev": 0.0881,
  "fmax_ha_per_bohr": 0.092,
  "homo_lumo_gap_ev": 8.61,
  "smiles": "OB(O)C1=CCCO1"
}

***

No. 2
{
  "formula": "C33H90O12",
  "method": "ωB97M-V with the def2-TZVPD basis set",
  "species": ["O", "O", "O", "O", "O", "O", "O", "O", "O", "O", "O", "O", "C", "C", "C", "C", "C", "C", "C", "C", "C", "C", "C", "C", "C", "C", "C", "C", "C", "C", "C", "C", "C", "C", "C", "C", "C", "C", "C", "C", "C", "C", "C", "C", "C", "H", "H", "H", "H", "H", "H", "H", "H", "H", "H", "H", "H", "H", "H", "H", "H", "H", "H", "H", "H", "H", "H", "H", "H", "H", "H", "H", "H", "H", "H", "H", "H", "H", "H", "H", "H", "H", "H", "H", "H", "H", "H", "H", "H", "H", "H", "H", "H", "H", "H", "H", "H", "H", "H", "H", "H", "H", "H", "H", "H", "H", "H", "H", "H", "H", "H", "H", "H", "H", "H", "H", "H", "H", "H", "H", "H", "H", "H", "H", "H", "H", "H", "H", "H", "H", "H", "H", "H", "H", "H"],
  "xyz": [[10.171, -19.591, 18.900], [-0.094, -19.468, 17.055], [6.186, -19.585, 14.655], [6.848, -18.951, 9.230], [3.590, -19.991, 12.990], [3.094, -16.398, 15.423], [9.239, -23.516, 13.368], [4.380, -25.999, 16.646], [8.428, -18.097, 15.164], [2.779, -19.622, 21.798], [7.245, -23.160, 11.459], [7.452, -25.244, 17.169], [4.406, -19.381, 19.997], [11.599, -23.236, 13.082], [8.854, -17.749, 13.852], [10.307, -22.493, 13.410], [5.015, -17.509, 9.894], [5.717, -20.630, 15.505], [4.100, -15.479, 13.298], [8.905, -20.219, 8.901], [9.037, -19.411, 19.731], [0.250, -20.760, 16.583], [5.040, -20.090, 22.349], [5.554, -20.094, 16.910], [4.165, -16.446, 14.506], [7.532, -20.127, 9.556], [2.514, -20.847, 12.642], [4.129, -19.253, 21.495], [8.124, -16.535, 13.253], [10.226, -21.848, 14.782], [1.389, -20.030, 11.991], [5.661, -18.881, 10.016], [7.678, -24.134, 10.550], [4.135, -24.949, 14.537], [8.888, -24.160, 18.731], [1.762, -20.959, 16.635], [2.973, -21.964, 11.728], [3.756, -26.159, 15.367], [-0.279, -21.119, 15.187], [2.246, -26.283, 15.509], [7.525, -24.782, 18.518], [8.260, -20.727, 19.810], [6.677, -21.830, 15.485], [6.450, -24.876, 9.965], [6.300, -23.922, 18.849], [4.716, -20.947, 15.203], [5.701, -24.154, 9.639], [9.706, -24.882, 18.670], [6.055, -22.727, 15.551], [3.723, -18.758, 19.417], [6.722, -25.474, 9.092], [8.387, -24.886, 10.895], [0.216, -22.050, 14.914], [4.776, -14.683, 13.614], [5.035, -19.716, 9.699], [6.112, -23.167, 18.089], [2.183, -20.867, 17.635], [4.141, -17.487, 10.549], [9.302, -21.228, 8.985], [8.777, -18.642, 13.221], [6.519, -19.850, 17.355], [1.764, -19.601, 11.064], [5.751, -16.757, 10.164], [11.201, -21.480, 15.126], [1.834, -25.347, 15.892], [7.434, -21.831, 16.270], [6.093, -19.846, 22.198], [2.282, -20.317, 15.920], [6.918, -20.980, 9.214], [5.959, -18.930, 11.069], [5.099, -16.202, 15.019], [1.987, -21.989, 16.335], [-1.363, -21.207, 15.156], [8.194, -15.751, 14.011], [3.127, -15.028, 13.106], [11.613, -23.767, 12.132], [0.520, -20.677, 11.844], [8.879, -21.488, 20.277], [8.045, -21.072, 18.796], [3.794, -25.015, 13.507], [9.364, -19.079, 20.726], [4.125, -27.111, 14.962], [5.997, -25.534, 10.710], [4.919, -21.141, 22.065], [4.253, -17.433, 14.043], [8.904, -19.887, 7.861], [2.180, -21.317, 13.579], [5.369, -18.989, 19.650], [3.604, -24.102, 14.990], [4.821, -20.020, 23.413], [0.050, -18.822, 16.353], [6.446, -23.481, 19.839], [1.987, -27.108, 16.176], [9.757, -22.458, 15.543], [8.362, -18.575, 19.507], [9.737, -20.873, 14.682], [4.459, -20.450, 19.782], [0.960, -19.261, 12.641], [4.201, -18.193, 21.770], [5.740, -19.616, 13.801], [7.558, -25.707, 19.109], [9.593, -19.508, 9.368], [5.421, -24.557, 18.961], [4.183, -26.766, 17.194], [2.170, -22.702, 11.655], [7.765, -23.257, 12.276], [3.274, -15.723, 16.081], [5.191, -24.696, 14.629], [0.005, -20.349, 14.463], [9.622, -24.244, 13.869], [8.079, -23.655, 9.646], [4.590, -17.339, 8.903], [1.768, -26.486, 14.548], [10.155, -18.909, 18.220], [5.080, -20.850, 17.540], [9.918, -17.523, 13.925], [10.121, -21.870, 12.533], [8.937, -23.568, 19.639], [3.752, -22.548, 12.230], [4.414, -16.004, 12.399], [7.285, -20.582, 20.276], [7.052, -16.625, 13.070], [11.789, -24.015, 13.832], [12.426, -22.521, 13.112], [9.209, -23.521, 17.896], [7.228, -21.919, 14.547], [8.664, -16.266, 12.345], [7.621, -20.357, 10.626], [4.849, -19.267, 16.802], [7.578, -18.569, 15.066], [-0.275, -21.463, 17.234], [6.563, -25.458, 16.866], [3.235, -19.284, 13.542], [3.341, -21.636, 10.758], [2.203, -19.208, 21.146]],
  "atomic_forces_ev_per_a": [[-0.240, 0.579, -0.285], [-0.359, 0.067, -0.176], [-0.187, 0.359, -0.056], [0.108, 0.559, 0.595], [0.716, 0.307, -0.105], [-0.345, -0.263, -0.145], [0.557, 0.548, -0.129], [0.144, 0.341, 0.149], [-0.138, 0.191, -0.123], [0.089, -0.411, -0.127], [0.332, -0.115, 0.695], [0.739, 0.220, -0.733], [0.688, 0.055, 0.332], [0.483, 0.129, 0.826], [-0.484, -0.303, 0.139], [-0.517, -2.102, -0.566], [-0.546, -0.762, -0.568], [0.578, -0.768, 0.406], [-0.041, 0.307, 1.057], [-0.035, 1.049, 0.103], [-0.477, -0.110, 1.134], [0.025, -0.273, -0.248], [0.180, -0.600, -0.040], [-0.408, -0.059, -0.416], [0.361, 0.310, -0.941], [0.137, -1.668, -0.684], [-0.781, 0.100, 0.035], [-0.247, 1.163, -0.164], [0.540, -0.240, 0.786], [0.984, 1.926, -0.628], [-0.299, -0.584, 0.663], [0.596, 0.865, -0.076], [-1.346, -0.485, -2.019], [-0.328, 0.389, 0.692], [0.688, 0.574, -1.077], [-0.071, -0.916, -0.076], [0.394, -0.560, 0.872], [-0.099, -0.565, -0.029], [0.336, 0.725, 0.208], [-0.005, 0.072, -0.038], [-0.381, -0.872, -0.435], [0.101, 0.610, -0.610], [-0.480, -0.244, -0.575], [0.166, 0.010, 0.489], [0.529, -0.546, 0.808], [0.140, 0.008, -0.456], [0.013, 0.067, 0.076], [-0.325, -0.391, 0.598], [0.306, -0.165, 0.295], [-0.518, -0.641, -0.099], [0.128, -0.037, 0.068], [0.174, 0.339, 0.524], [-0.307, -0.110, -0.265], [0.036, 0.302, -0.899], [-0.376, 0.004, 0.390], [0.123, 0.117, 0.021], [-0.099, 0.416, 0.008], [0.200, 0.139, 0.297], [0.024, -0.022, -0.013], [-0.096, 0.095, -0.251], [-0.100, 0.414, -0.018], [-0.232, 0.054, -0.089], [-0.155, 0.203, -0.043], [0.160, -0.625, 0.058], [-0.039, -0.083, 0.146], [-0.190, 0.134, 0.198], [-0.053, 0.187, -0.043], [-0.027, 0.234, 0.153], [0.072, -0.004, -0.153], [-0.164, -0.690, 0.080], [0.040, -0.513, 0.060], [0.026, 0.023, -0.053], [0.009, -0.131, 0.085], [0.232, 0.260, -0.245], [-0.139, -0.244, 0.189], [-0.352, 0.345, -0.225], [0.195, -0.117, -0.518], [-0.212, -0.050, 0.285], [0.097, 0.009, -0.050], [0.241, -0.164, -0.089], [0.262, -0.514, 0.072], [0.117, 0.252, -0.365], [-0.058, 0.023, -0.026], [-0.015, 0.012, 0.033], [-0.187, -0.277, 0.764], [-0.339, -0.377, -0.120], [-0.276, 0.031, -0.173], [0.222, 0.025, 0.636], [0.017, 0.051, -0.097], [-0.131, 0.170, -0.034], [0.083, -0.063, 0.030], [-0.015, 0.329, -0.155], [-0.047, 0.076, 0.067], [-0.047, -0.145, -0.082], [0.157, -0.149, -1.001], [-0.691, -0.341, 0.227], [-0.622, 0.076, -0.538], [0.543, 0.261, 0.031], [0.377, -0.014, 0.057], [-0.112, -0.272, 0.012], [-0.510, 0.264, 0.487], [0.050, -0.218, 0.259], [-0.056, -0.013, -0.315], [-0.053, 0.000, -0.051], [-0.209, 0.294, -0.452], [-0.008, 0.045, -0.202], [0.013, 0.037, -0.024], [0.094, -0.300, -0.355], [0.078, -0.075, -0.042], [-0.432, -0.170, 0.026], [0.569, 0.220, 0.349], [0.406, 0.162, -0.126], [0.107, -0.001, -0.053], [0.079, -0.144, -0.022], [0.041, -0.061, -0.038], [0.026, 0.150, 0.000], [-0.355, 0.469, 0.492], [0.074, -0.198, 0.150], [0.297, 0.321, -0.143], [0.300, 0.286, -0.061], [0.173, -0.186, 0.405], [0.053, -0.546, -0.211], [0.094, 0.233, 0.148], [0.080, -0.216, -0.041], [-0.677, 0.398, 0.086], [-0.180, 0.161, -0.111], [-0.250, 0.315, -0.093], [0.001, 0.676, 0.161], [0.314, 0.316, 0.578], [0.258, 0.092, 0.050], [0.354, 0.114, 0.434], [-0.310, 0.059, 0.502], [-0.009, -0.036, -0.046], [-0.147, 0.050, -0.055], [0.000, -0.018, 0.037]],
  "e_homo_ev": -9.5016,
  "total_charge": 0,
  "de_lowest_ev": 2.5128,
  "fmax_ha_per_bohr": 0.048,
  "homo_lumo_gap_ev": 9.91,
  "smiles": "CC(C)O.CC(C)O.CC(C)O.CC(C)O.CC(C)O.CC(C)O.CC(C)O.CCOCC.CCO.CCO.CCO.CCO"
}

***

No. 3
{
  "formula": "C12H16NS",
  "method": "ωB97M-V with the def2-TZVPD basis set",
  "species": ["S", "N", "C", "C", "C", "C", "C", "C", "C", "C", "C", "C", "C", "C", "H", "H", "H", "H", "H", "H", "H", "H", "H", "H", "H", "H", "H", "H", "H", "H"],
  "xyz": [[1.073, -2.834, -0.271], [-0.576, 0.197, 0.406], [3.008, 1.390, 0.401], [1.623, 1.308, 0.399], [-2.000, -1.099, -0.864], [-1.991, -1.805, 0.553], [0.934, 0.083, 0.223], [-1.082, -0.877, 1.349], [1.655, -1.062, -0.056], [-1.242, 1.005, -1.912], [3.720, 0.230, -0.011], [-1.268, -0.012, -0.891], [-0.996, 1.485, 1.025], [3.043, -0.953, -0.153], [-2.564, -1.411, -1.738], [4.784, 0.207, -0.136], [-2.919, -1.621, 0.984], [-0.332, 1.285, -2.398], [3.692, -1.820, -0.168], [-1.667, 0.573, -2.961], [-1.905, 1.939, -1.733], [-0.677, 2.241, 0.308], [-0.248, -1.453, 1.827], [-2.139, 1.430, 0.814], [-1.722, -2.783, 0.511], [-0.616, 1.402, 2.038], [2.006, -3.137, -1.135], [3.450, 2.354, 0.435], [-1.667, -0.443, 2.197], [0.900, 2.005, 0.831]],
  "atomic_forces_ev_per_a": [[-0.479, 2.969, 0.956], [1.383, -1.073, 0.422], [3.452, -0.106, -1.030], [-6.210, -2.826, 0.806], [-0.158, -1.345, 1.415], [0.320, 4.127, -2.410], [0.064, 3.899, 0.620], [0.442, -1.516, 1.201], [-3.945, -4.337, -0.353], [-2.308, 1.278, -4.298], [-0.932, -0.458, 0.419], [-0.297, -0.629, 0.617], [-2.512, -0.763, -2.166], [5.054, 1.054, -0.117], [-0.051, -0.135, 0.357], [0.331, 0.222, 0.151], [-2.061, -0.567, 0.437], [1.255, 0.530, 0.787], [-0.407, -0.226, -0.387], [0.227, 0.548, 2.725], [1.226, -1.498, -0.021], [0.097, 0.530, 0.857], [-0.401, 0.851, -0.615], [1.726, 0.323, 1.366], [0.713, -2.809, 0.022], [-0.387, 1.068, 0.034], [0.842, -0.217, -0.600], [0.555, 0.534, 0.124], [0.680, 0.052, -0.919], [1.781, 0.521, -0.400]],
  "spin_multiplicity": 3,
  "e_homo_ev": [-8.6162, -13.1552],
  "total_charge": 1,
  "de_lowest_ev": 1.0484,
  "fmax_ha_per_bohr": 0.134,
  "homo_lumo_gap_ev": [6.04, 6.64]
}